ORCA calculation (the ωB97M-V functional and the def2-TZVPD basis) on C24H31F4IrN8O6 as an isolated structure.

F_max in eV/A: 4.76
DFT total energy in eV: -63296.4700
Expectation value of S²: 8.763
HOMO-LUMO gap (alpha / beta) in eV: 8.6 / 6.1
HOMO energy (alpha / beta) in eV: -11.70 / -11.76

```
! wB97M-V def2-TZVPD RIJCOSX def2/J DEFGRID3
* xyz 1 6
Ir 0.02330 -0.96720 -0.17990
O -1.19130 2.85740 0.59190
C -0.82540 1.78620 1.00150
O 0.16320 1.08570 0.68090
C -1.74820 1.14710 2.17130
C -0.98650 -0.00310 2.84090
C -1.49030 -0.46970 4.23080
C -2.16750 -1.81960 3.93390
C -2.44720 -1.63790 2.43690
O -1.18980 -1.13100 2.00150
C -3.04920 0.68760 1.54130
C -3.04590 0.33130 -0.03430
O -3.92610 0.88880 -0.64810
O -2.22820 -0.50900 -0.44960
H -1.92330 1.97680 2.85710
H 0.08100 0.23280 2.84680
H -2.21640 0.23190 4.63750
H -0.66600 -0.58390 4.93090
H -3.07750 -1.96590 4.50650
H -1.48060 -2.65080 4.08910
H -1.86720 -3.35950 1.54490
H -3.78850 1.48920 1.61680
C -5.47430 -2.02270 -0.63770
N -4.56190 -2.05450 0.48970
C -4.85290 -1.24720 1.64490
C -3.62610 -0.55670 2.32310
O -4.03990 -0.08490 3.46840
N -2.71320 -2.80660 1.64830
C -3.44920 -2.76710 0.50590
N -3.08730 -3.56190 -0.49880
H -6.44460 -1.67830 -0.29200
H -5.60520 -3.01970 -1.05690
H -5.12520 -1.33010 -1.40340
H -5.29480 -1.86260 2.43780
H -5.56180 -0.46090 1.38410
H -2.10140 -3.79930 -0.56490
H -3.58040 -3.48480 -1.37270
F -2.04640 -0.49820 -6.35720
C -1.16820 0.50340 -6.17120
F -1.82780 1.64100 -6.37210
F -0.24470 0.39130 -7.12970
C -0.56500 0.39850 -4.78950
C 0.41310 -0.56170 -4.54750
C 0.82920 -0.75670 -3.24250
N 0.34920 -0.04670 -2.22150
C -0.51290 0.93870 -2.47220
C -1.01740 1.18560 -3.73990
H 0.83190 -1.14860 -5.35030
H 1.56260 -1.51570 -3.00600
H -0.82280 1.55750 -1.64160
H -1.74570 1.96910 -3.88650
F -0.34620 -3.05860 -0.24220
C 3.21300 -0.85910 0.87390
N 2.12650 -1.82360 0.59260
C 1.71970 -2.42970 1.88190
N 2.82460 -3.07780 2.54730
C 3.86750 -2.09330 2.80250
N 4.31540 -1.51560 1.54380
C 4.84150 -2.57690 0.69540
N 3.79760 -3.55460 0.41870
C 2.69360 -2.90150 -0.24890
C 3.34750 -4.12600 1.68050
H 2.82790 -0.05030 1.49950
H 3.57270 -0.43340 -0.06620
H 0.94110 -3.16820 1.68590
H 1.32430 -1.64540 2.52930
H 4.70840 -2.57240 3.30750
H 3.46990 -1.30690 3.44800
H 5.67450 -3.07090 1.20040
H 5.19170 -2.14810 -0.24550
H 1.91100 -3.63230 -0.46350
H 3.04980 -2.46960 -1.18810
H 4.18370 -4.62530 2.17310
H 2.55830 -4.85670 1.49210
*
```

Results of the Löwdin charge analysis, in e, for atoms 1 through 2:
1 Ir 1.7395
2 O 0.1236